1.
Below is a structure of composition C16H32ClLiO8 at a distorted geometry, with properties calculated with ωB97M-V/def2-TZVPD.

Values from the calculation:
Energy, eV: -46209.9956
HOMO-LUMO gap, hartree: 0.296
Maximum force, eV/Å: 1.66
Relative energy (zero: lowest compared OMol25 entry of this formula, charge and spin), kcal/mol: 52.59

ORCA input file:
```
! RIJCOSX wB97M-V def2-TZVPD def2/J DEFGRID3
* xyz 0 1
Li -12.6222 8.0161 -13.0953
Cl -12.7969 5.2905 -14.0162
O -11.5099 5.9753 -13.9998
O -12.6211 3.8624 -13.9841
O -13.4644 5.7330 -12.7836
O -13.5579 5.7873 -15.1421
C -11.7225 10.6831 -16.0095
C -10.9760 9.5407 -16.6976
C -11.6958 8.2716 -16.2032
O -12.3360 8.7010 -14.9806
C -12.8525 10.0203 -15.2344
H -12.0108 11.4754 -16.7014
H -11.0781 11.1871 -15.2858
H -9.8967 9.5489 -16.5553
H -11.0466 9.5678 -17.7906
H -11.0148 7.4655 -15.9471
H -12.5016 7.8726 -16.8194
H -13.0391 10.5924 -14.3222
H -13.8184 9.8778 -15.7267
C -17.4675 6.4834 -15.8924
C -18.5979 6.8239 -14.9530
C -18.5612 8.3616 -15.0261
O -17.1853 8.6956 -15.1387
C -16.4311 7.5512 -15.5232
H -17.6886 6.5408 -16.9616
H -16.9915 5.5045 -15.7746
H -18.2333 6.5662 -13.9540
H -19.5710 6.3767 -15.1324
H -18.9741 8.7899 -14.1108
H -19.1484 8.7598 -15.8586
H -15.8268 7.1964 -14.6830
H -15.7692 7.6551 -16.3864
C -13.4946 1.9822 -16.5039
C -12.4712 0.9896 -15.9336
C -11.6337 0.7497 -17.1878
O -11.6036 1.9966 -17.8479
C -12.6517 2.8513 -17.3994
H -13.9330 2.4944 -15.6452
H -14.2450 1.3993 -17.0418
H -12.9285 0.1181 -15.4725
H -11.8827 1.5307 -15.1880
H -12.0354 -0.0819 -17.7878
H -10.6124 0.3954 -17.0120
H -13.3028 3.1974 -18.2111
H -12.2167 3.7217 -16.9016
C -17.7778 2.1424 -11.5722
C -16.4077 2.7859 -11.7049
C -16.0206 2.3236 -13.1274
O -16.7399 1.1102 -13.3282
C -17.4538 0.7691 -12.1513
H -18.4695 2.6656 -12.2431
H -18.2864 2.2333 -10.6093
H -15.7172 2.3734 -10.9669
H -16.4304 3.8721 -11.6246
H -14.9382 2.2130 -13.2082
H -16.3133 3.1344 -13.8004
H -16.9168 0.1431 -11.4296
H -18.3337 0.2206 -12.4940
*
```

---

2.
Below is a structure of composition C39H90AsF6N9O7 at a distorted geometry, with properties calculated with ωB97M-V/def2-TZVPD.

Values from the calculation:
Energy, eV: -146777.5317
HOMO-LUMO gap (spin up / spin down), hartree: 0.188 / 0.073
Maximum force, eV/Å: 7.04

ORCA input file:
```
! RIJCOSX wB97M-V def2-TZVPD def2/J DEFGRID3
* xyz 1 4
N 3.3658 -1.2250 2.0562
H 3.8786 -1.5107 1.2229
H -0.1022 -1.4154 -0.0530
H 3.8024 -1.5305 2.9223
H 2.5923 -1.8727 1.9985
N 1.7974 1.1204 2.1820
H 1.2141 1.1860 1.3339
H 1.1973 0.8958 2.9872
H 2.3977 1.9103 2.3616
H 2.4637 0.2810 2.0937
As -1.2644 -0.6492 3.3973
F -0.8362 -0.4488 1.6800
F -1.9648 -2.0878 3.0272
F -1.5892 -0.8606 5.1272
F -0.3166 0.8446 3.7232
F -2.6048 0.3992 3.3336
F 0.3160 -1.5177 3.7293
C -0.2467 3.6240 -0.5755
O 0.2042 3.0334 0.4160
N 0.5880 4.1615 -1.4840
C 0.1407 4.7316 -2.7390
C 2.0305 4.0345 -1.2526
H -1.3109 3.6864 -0.7794
H 0.4400 4.1316 -3.6103
H 0.4454 5.7420 -2.8856
H -1.0143 4.6878 -2.8611
H 2.5499 4.7968 -1.8281
H 2.3641 4.1370 -0.2893
H 2.2287 2.9684 -1.5671
C -0.8734 1.9174 9.1771
O -0.3408 2.7487 8.5264
N -0.7872 0.6210 9.0158
C -1.5370 -0.2391 9.9376
C -0.2074 0.0935 7.8312
H -1.5334 2.1238 10.0317
H -0.9930 -1.1826 10.0694
H -2.5234 -0.4656 9.5153
H -1.6623 0.3100 10.8138
H 0.8570 0.0957 7.7882
H -0.6564 -0.8327 7.6104
H -0.4488 0.7616 7.0255
C -4.7843 2.1079 0.6574
O -4.3422 3.0677 0.0864
N -6.0065 1.8741 1.0422
C -6.2643 0.5353 1.6559
C -7.1391 2.5489 0.5555
H -4.1140 1.3589 1.0545
H -5.3413 -0.0464 1.6933
H -7.0499 0.0254 1.0695
H -6.6714 0.7205 2.6471
H -7.7858 2.7869 1.3857
H -7.0409 3.4413 -0.1277
H -7.7027 1.8492 -0.1467
C 3.9736 3.3508 4.3318
O 3.0215 3.5415 3.5568
N 4.0632 2.5806 5.4267
C 2.9484 1.9247 6.0875
C 5.3324 2.6191 6.1043
H 4.9627 3.8101 4.0768
H 3.0890 0.8271 6.1855
H 1.9791 2.1702 5.5056
H 2.8486 2.2662 7.0847
H 5.1128 2.7984 7.1743
H 5.9509 1.7448 6.0228
H 5.9811 3.4354 5.8223
C 3.1613 -5.8086 -7.5160
C 3.2698 -6.6440 -8.8414
C 4.2997 -7.7735 -8.8849
C 3.8683 -8.8011 -7.8566
C 2.6266 -9.5057 -8.3014
C 1.4933 -8.5486 -8.2738
N 1.8722 -7.2696 -8.9821
O 1.0829 -6.7854 -9.8162
C 0.3320 -9.2952 -9.0538
C 0.8891 -8.0275 -6.9859
C 3.5663 -5.6443 -9.9180
H 3.8888 -5.0310 -7.6379
H 3.3838 -6.4135 -6.6703
H 2.1578 -5.3606 -7.4307
H 4.5294 -8.2699 -9.8690
H 5.2456 -7.1954 -8.6711
H 3.7205 -8.2317 -6.9493
H 4.7211 -9.2427 -7.4871
H 2.3816 -10.2766 -7.5772
H 2.7590 -9.9969 -9.3027
H -0.6113 -8.7359 -9.1426
H 0.6711 -9.6389 -10.0059
H 0.0945 -10.0493 -8.3935
H 0.1767 -8.5183 -6.3199
H 1.5683 -7.6088 -6.2847
H 0.3974 -7.1173 -7.1868
H 4.6373 -5.2828 -9.8318
H 2.8628 -4.7827 -9.8016
H 3.4663 -5.9550 -10.9963
C -1.3881 0.7195 -2.0065
C -1.3929 -0.8121 -2.0882
C -1.8865 -1.3455 -3.4325
C -0.8470 -1.0798 -4.5317
C 0.5101 -1.7742 -4.2445
C 1.0816 -1.2334 -2.8607
N -0.0652 -1.4692 -1.9447
O 0.4712 -0.9690 -0.6685
C 2.1840 -2.2183 -2.3723
C 1.6564 0.2051 -2.8786
C -2.4995 -1.3080 -1.0245
H -2.3439 1.2408 -2.2910
H -0.6476 1.2830 -2.5963
H -1.2601 0.9069 -0.9726
H -2.1581 -2.4361 -3.3252
H -2.8899 -0.9286 -3.6335
H -0.6285 0.0274 -4.5957
H -1.0929 -1.4596 -5.4998
H 1.1821 -1.5030 -5.0317
H 0.3604 -2.8105 -4.0698
H 2.2225 -2.2217 -1.2755
H 1.8911 -3.2245 -2.6218
H 3.1339 -1.9911 -2.8799
H 0.9659 0.9834 -3.2911
H 1.8182 0.4869 -1.8029
H 2.5976 0.2256 -3.3982
H -2.4387 -0.8438 -0.0375
H -2.3658 -2.3653 -0.9071
H -3.4613 -1.1801 -1.5706
C 0.0906 6.0466 5.4737
C -0.4232 5.1913 4.3242
C -0.9081 3.8477 4.8775
C -2.3885 3.7800 5.1362
C -3.1304 3.9755 3.8287
C -2.9736 5.4128 3.1762
N -1.6489 5.9187 3.6888
O -1.5017 7.1064 3.5713
C -3.1076 5.2993 1.6792
C -4.0424 6.4373 3.7026
C 0.3985 5.0024 3.0777
H -0.6394 6.0245 6.3063
H 0.2710 7.0951 5.2191
H 1.0112 5.4565 5.7916
H -0.6407 3.1617 4.0506
H -0.2666 3.6532 5.7074
H -2.5905 4.5380 5.9280
H -2.5010 2.7593 5.4772
H -4.1946 3.6621 3.8465
H -2.5872 3.3118 3.0820
H -2.2828 4.6850 1.3666
H -4.1040 4.7996 1.4566
H -3.1532 6.2675 1.2194
H -5.0415 6.0529 3.4669
H -3.9512 6.5999 4.7845
H -3.9810 7.3859 3.1108
H 0.7330 6.0577 2.6961
H -0.0703 4.3425 2.3471
H 1.3220 4.4904 3.4866
*
```

---

3.
Below is a structure of composition C5H3CoNO5 at a distorted geometry, with properties calculated with ωB97M-V/def2-TZVPD.

Values from the calculation:
Energy, eV: -54544.2916
HOMO-LUMO gap (spin up / spin down), hartree: 0.348 / 0.265
Maximum force, eV/Å: 12.60

ORCA input file:
```
! RIJCOSX wB97M-V def2-TZVPD def2/J DEFGRID3
* xyz 3 5
O -0.4952 -3.2828 -1.5087
C -0.3421 -2.2584 -1.0411
Co -0.0770 -0.4947 -0.2328
O -2.9172 0.2071 -0.0495
C -1.8063 -0.0888 -0.1324
C 1.6998 -0.5837 -0.1958
O 2.8515 -0.6066 -0.1537
C 0.0186 0.3882 -1.7731
O 0.0868 0.9941 -2.7538
C -0.1277 -1.0605 1.4534
O -0.1544 -1.3914 2.5572
N 0.2795 1.8124 0.8486
H -0.5690 2.1010 1.3348
H 0.5027 2.4963 0.1280
H 1.0501 1.7679 1.5189
*
```

---

4.
Below is a structure of composition C17H16F2N2O4S at a distorted geometry, with properties calculated with ωB97M-V/def2-TZVPD.

Values from the calculation:
Energy, eV: -45313.7199
HOMO-LUMO gap, hartree: 0.295
Maximum force, eV/Å: 19.59

ORCA input file:
```
! RIJCOSX wB97M-V def2-TZVPD def2/J DEFGRID3
* xyz 0 1
C 2.9812 3.2976 -3.1531
C 1.4153 3.0266 -3.4595
O 0.8853 3.6871 -4.2044
C 0.7448 1.9064 -2.9220
C 1.1860 1.1486 -2.0656
C 0.6905 0.1685 -1.4391
C -0.5520 -0.0019 -1.8368
C -1.2141 0.4766 -2.9221
C -0.4894 1.5685 -3.4676
H -0.9838 2.2672 -4.1143
H -2.0031 0.2258 -3.1718
H -1.0657 -1.1488 -1.5463
N 1.1265 -0.6853 -0.5102
S 0.8691 -2.3983 -0.2568
O -0.4532 -2.4985 0.4083
O 0.8214 -2.7351 -1.6242
C 2.0712 -2.9867 0.6024
H 2.0406 -4.0913 0.5002
H 2.1352 -2.9665 1.6629
H 3.1997 -2.7932 0.1263
C 1.7244 -0.1499 0.7115
H 2.9495 -0.4103 1.0991
H 1.9072 0.9225 0.7092
C 0.9333 -0.3485 2.0109
O 1.1229 -1.3411 2.7920
N -0.4924 0.0222 1.7945
C -1.7662 -0.1187 2.3922
C -1.5979 -1.0696 3.6618
C -2.8076 -1.0802 4.2388
C -4.0669 -0.7407 3.6966
C -4.0200 -0.2383 2.4182
C -2.9106 0.0906 1.7306
F -2.7933 0.7718 0.6966
H -5.0704 0.2675 1.9049
F -5.2604 -1.0065 4.1952
H -2.7831 -1.8646 5.2630
H -0.8443 -1.3531 3.9982
H -0.4689 0.6669 1.0013
H 2.4488 1.2997 -1.6178
H 3.2766 3.5057 -2.2014
H 3.5092 2.4816 -3.3148
H 3.6044 4.2255 -3.7869
*
```

---

5.
Below is an isolated molecule of C2H2O2S2 at a distorted geometry, with properties calculated with ωB97M-V/def2-TZVPD.

Values from the calculation:
Energy, eV: -27870.9864
SMILES: O=C(S)C(O)=S
HOMO-LUMO gap, hartree: 0.312
Maximum force, eV/Å: 2.01
Relative energy (zero: lowest compared OMol25 entry of this formula, charge and spin), kcal/mol: 14.29

ORCA input file:
```
! RIJCOSX wB97M-V def2-TZVPD def2/J DEFGRID3
* xyz 0 1
O -1.4700 0.2285 1.5539
C -0.4685 0.0942 0.9304
S 1.0229 -0.4878 1.8386
C -0.3572 0.3692 -0.5506
O 0.5625 -0.3477 -1.2316
S -1.5214 1.2281 -1.2576
H 1.8090 -1.0052 0.8744
H 0.4228 -0.0793 -2.1575
*
```

---

6.
Below is an isolated molecule of C11H12O2 at a distorted geometry, with properties calculated with ωB97M-V/def2-TZVPD.

Values from the calculation:
Energy, eV: -15693.8310
SMILES: O[C@H]1C=CO[C@@H](c2ccccc2)C1
HOMO-LUMO gap, hartree: 0.354
Maximum force, eV/Å: 3.91
Relative energy (zero: lowest compared OMol25 entry of this formula, charge and spin), kcal/mol: 74.12

ORCA input file:
```
! RIJCOSX wB97M-V def2-TZVPD def2/J DEFGRID3
* xyz 0 1
O 0.8031 -1.2274 1.4573
C 1.9540 -0.4630 1.1632
C 2.4969 -0.9765 -0.1858
C 2.4082 -0.2394 -1.2813
O 1.4623 0.8168 -1.4689
C 0.6318 1.1962 -0.3100
C -0.7445 0.4832 -0.1068
C -1.8173 1.1967 0.3003
C -3.0680 0.5736 0.3377
C -3.2030 -0.6863 -0.1287
C -2.1558 -1.3094 -0.7367
C -0.9502 -0.6980 -0.8251
C 1.5848 0.9944 0.8872
H 0.2422 -0.9654 0.6530
H 2.7112 -0.5048 1.9495
H 2.9840 -1.9043 -0.3130
H 2.8734 -0.4513 -2.2539
H 0.2750 2.2090 -0.4746
H -1.7460 2.2038 0.4752
H -3.8673 1.2971 0.6882
H -4.0764 -1.3297 0.1393
H -2.3520 -2.1763 -1.2374
H -0.0789 -1.1458 -1.1653
H 1.1537 1.5230 1.8348
H 2.4791 1.5838 0.6016
*
```

---

Question: What is the energy in the second record?
Answer: -146777.5317 eV

---

What did the third record say?
Below is a structure of composition C5H3CoNO5 at a distorted geometry, with properties calculated with ωB97M-V/def2-TZVPD.

Values from the calculation:
Energy, eV: -54544.2916
HOMO-LUMO gap (spin up / spin down), hartree: 0.348 / 0.265
Maximum force, eV/Å: 12.60

ORCA input file:
```
! RIJCOSX wB97M-V def2-TZVPD def2/J DEFGRID3
* xyz 3 5
O -0.4952 -3.2828 -1.5087
C -0.3421 -2.2584 -1.0411
Co -0.0770 -0.4947 -0.2328
O -2.9172 0.2071 -0.0495
C -1.8063 -0.0888 -0.1324
C 1.6998 -0.5837 -0.1958
O 2.8515 -0.6066 -0.1537
C 0.0186 0.3882 -1.7731
O 0.0868 0.9941 -2.7538
C -0.1277 -1.0605 1.4534
O -0.1544 -1.3914 2.5572
N 0.2795 1.8124 0.8486
H -0.5690 2.1010 1.3348
H 0.5027 2.4963 0.1280
H 1.0501 1.7679 1.5189
*
```

---

Question: Which formula does entry 4 have?
Answer: C17H16F2N2O4S

---

Question: Which formula does entry 4 have?
Answer: C17H16F2N2O4S